one:
Entry from OMol25: 2 unconnected molecules or ions with the total composition C4H9O2P (wB97M-V/def2-TZVPD).

Computed properties:
- highest occupied orbital energy (eV) = -10.428
- lowest unoccupied orbital energy (Ha) = -0.010
- gap between HOMO and LUMO (eV) = 10.15

Geometry (Å):
C (0.08, -0.19, -1.41)
C (-0.85, -0.24, 0.85)
C (-0.31, 0.72, -0.22)
C (0.85, 1.52, 0.36)
O (-0.56, -3.07, 0.92)
O (0.23, -1.56, -1.02)
P (0.01, -1.81, 0.58)
H (-0.90, -0.12, -2.02)
H (0.99, 0.09, -2.04)
H (-0.91, 0.16, 1.79)
H (-2.50, -0.67, 0.27)
H (-1.05, 1.47, -0.42)
H (1.05, 2.30, -0.47)
H (1.85, 0.91, 0.69)
H (0.61, 2.26, 1.22)
H (1.41, -1.77, 0.93)

two:
Entry from OMol25: a molecular structure, C4H9O2P (wB97M-V/def2-TZVPD).

Computed properties:
- highest occupied orbital energy (eV) = -9.071
- lowest unoccupied orbital energy (Ha) = 0.026
- gap between HOMO and LUMO (eV) = 9.79

Geometry (Å):
C (0.59, -0.12, -1.06)
C (1.68, -0.04, -0.06)
C (0.03, 0.55, 1.41)
C (-0.80, -0.11, 0.32)
O (1.32, 0.78, 0.99)
O (-0.96, -1.47, 0.71)
P (-2.32, 0.54, -0.32)
H (0.43, 0.83, -1.65)
H (0.65, -0.98, -1.68)
H (1.77, -1.01, 0.31)
H (2.65, 0.32, -0.31)
H (-0.26, 1.67, 1.64)
H (-0.02, -0.31, 2.30)
H (-1.06, -2.08, -0.07)
H (-2.13, -0.15, -1.66)
H (-1.55, 1.57, -0.89)

Top of the stability list: one, leading by 1.089 eV.

one:
Entry from OMol25: C4H9O2P in the gas phase (wB97M-V/def2-TZVPD).

Computed properties:
- highest occupied orbital energy (eV) = -7.879
- lowest unoccupied orbital energy (Ha) = -0.008
- SMILES = CC1=[PH2]OCCO1
- gap between HOMO and LUMO (eV) = 7.67

Geometry (Å):
C (1.13, 0.29, -1.62)
C (1.68, 0.39, -0.22)
C (-0.42, -0.29, 0.68)
C (-1.27, -1.35, 1.32)
O (-0.16, 0.51, -1.57)
O (0.83, -0.53, 0.55)
P (-0.94, 1.39, 0.17)
H (1.65, 1.08, -2.44)
H (1.38, -0.66, -2.14)
H (2.70, 0.08, -0.17)
H (1.61, 1.33, 0.41)
H (-2.23, -1.10, 1.07)
H (-1.19, -1.41, 2.35)
H (-0.99, -2.21, 0.86)
H (-1.83, 1.35, 1.40)
H (-1.96, 1.12, -0.66)

two:
Entry from OMol25: a molecular structure, C4H9O2P (wB97M-V/def2-TZVPD).

Computed properties:
- highest occupied orbital energy (eV) = -9.048
- lowest unoccupied orbital energy (Ha) = 0.026
- gap between HOMO and LUMO (eV) = 9.74

Geometry (Å):
C (-0.86, -2.67, 0.38)
C (-0.19, 0.85, -1.39)
C (-1.22, -0.19, 1.20)
C (1.38, -0.97, 0.02)
O (-1.29, -1.56, -1.07)
O (-1.33, -3.67, 0.17)
P (-0.38, -0.61, -0.36)
H (-1.21, 1.15, -1.88)
H (0.55, 0.70, -2.07)
H (0.29, 1.80, -0.92)
H (-1.01, -0.88, 1.96)
H (-2.28, -0.26, 1.11)
H (-0.99, 0.87, 1.62)
H (1.95, -0.98, -1.02)
H (1.44, -1.83, 0.76)
H (1.74, -0.06, 0.43)

Top of the stability list: two, leading by 3.336 eV.